Record 1
{"formula": "C40H81N3O2P", "method": "the ωB97M-V functional and the def2-TZVPD basis", "symbols": ["C", "C", "C", "P", "N", "C", "C", "C", "C", "C", "N", "C", "C", "C", "C", "C", "C", "C", "O", "N", "C", "O", "H", "H", "H", "H", "H", "H", "H", "H", "H", "H", "H", "H", "H", "H", "H", "H", "H", "H", "H", "H", "H", "H", "H", "H", "H", "C", "C", "C", "C", "C", "C", "H", "H", "H", "H", "H", "H", "H", "H", "H", "H", "H", "H", "H", "H", "C", "C", "C", "C", "C", "C", "H", "H", "H", "H", "H", "H", "H", "H", "H", "H", "H", "H", "H", "H", "C", "C", "C", "C", "C", "C", "H", "H", "H", "H", "H", "H", "H", "H", "H", "H", "H", "H", "H", "H", "C", "C", "C", "C", "C", "C", "H", "H", "H", "H", "H", "H", "H", "H", "H", "H", "H", "H", "H", "H"], "xyz": [[4.34160, 1.91030, 2.71896], [4.08243, 1.74748, 1.52985], [3.76743, 1.24535, 0.08571], [1.89830, 0.84821, -0.25141], [1.49359, 2.25184, 0.81866], [2.47563, -0.55949, -1.43465], [2.96297, -1.89568, -0.72026], [0.03851, 0.61748, -0.73142], [-0.45550, 1.63968, -1.85171], [-2.01696, 2.01442, -1.70516], [-2.35338, 2.55399, -0.36158], [-3.80982, 2.61333, -0.11284], [-4.51584, 1.21391, -0.05761], [-3.84065, -0.11042, -0.05733], [-4.54284, -1.43940, -0.04522], [-6.05136, -1.39284, -0.03290], [-6.76885, -0.07706, 0.01210], [-6.03291, 1.22083, 0.00172], [-6.69678, 2.47476, 0.04419], [1.79371, -0.35265, 1.10455], [1.20631, 0.07331, 2.09922], [0.47299, 0.37789, 3.02577], [4.57444, 2.01052, 3.80168], [4.06174, 2.09948, -0.61524], [4.46894, 0.39562, -0.15575], [1.99342, 1.74797, -1.40005], [1.93006, 3.05765, 0.33649], [0.48502, 2.47085, 0.76982], [1.71895, -0.83743, -2.22702], [3.38202, -0.14450, -1.99786], [3.46674, -2.53127, -1.53311], [2.12640, -2.54345, -0.31627], [3.78591, -1.71860, 0.04813], [-0.14746, -0.43244, -1.14824], [-0.66637, 0.72977, 0.14780], [0.09290, 2.62555, -1.86353], [-0.39208, 1.07700, -2.84218], [-2.17288, 2.87978, -2.44802], [-2.68431, 1.18124, -2.06498], [-1.95312, 3.50185, -0.33589], [-3.93949, 3.07811, 0.92542], [-4.26957, 3.35196, -0.83865], [-2.70686, -0.15503, -0.09912], [-3.98949, -2.42682, -0.07502], [-6.63479, -2.35169, -0.04923], [-7.89858, -0.01308, 0.02370], [-6.66618, 2.76224, 0.98351], [-0.02309, -6.95985, 1.93811], [-1.21369, -6.09469, 2.33083], [-1.62114, -5.09906, 1.24431], [-0.55754, -4.05722, 0.88472], [-0.07004, -3.19611, 2.05013], [-1.15881, -2.34225, 2.67016], [0.87245, -6.35979, 1.76531], [0.20561, -7.67205, 2.73535], [-0.23840, -7.52879, 1.02952], [-0.99555, -5.57204, 3.26663], [-2.06698, -6.74988, 2.53776], [-2.53831, -4.59076, 1.55998], [-1.88341, -5.65336, 0.33502], [-0.96565, -3.40186, 0.10626], [0.30485, -4.55745, 0.43213], [0.71825, -2.53272, 1.68262], [0.39189, -3.82265, 2.81992], [-1.59984, -1.67114, 1.92753], [-0.74118, -1.72954, 3.47051], [-1.96119, -2.94678, 3.10388], [0.25474, 5.58450, 0.12987], [-0.94254, 6.44991, 0.50244], [-1.34027, 7.43710, -0.59606], [-0.27535, 8.47838, -0.95087], [0.19661, 9.34827, 0.21434], [-0.91220, 10.20159, 0.81676], [1.15143, 6.18522, -0.03666], [0.47476, 4.87932, 0.93444], [0.05137, 5.00812, -0.77735], [-0.73640, 6.97952, 1.43744], [-1.79691, 5.79439, 0.70409], [-2.26223, 7.94551, -0.29478], [-1.59055, 6.87635, -1.50386], [-0.67588, 9.12719, -1.73855], [0.59285, 7.97719, -1.38952], [0.98797, 10.01222, -0.14974], [0.64989, 8.73093, 0.99480], [-1.34838, 10.86264, 0.06261], [-0.51510, 10.82470, 1.62216], [-1.71079, 9.58752, 1.23917], [-4.66966, -6.37183, -4.62484], [-5.88117, -5.53757, -4.22912], [-6.32169, -4.55763, -5.31739], [-5.28898, -3.48913, -5.68686], [-4.81911, -2.61132, -4.52654], [-5.93786, -1.78782, -3.90223], [-3.79140, -5.74870, -4.80488], [-4.41765, -7.07397, -3.82630], [-4.87436, -6.95012, -5.52989], [-5.67215, -5.00542, -3.29642], [-6.71501, -6.21448, -4.01504], [-7.25023, -4.07328, -4.99876], [-6.57368, -5.12205, -6.22273], [-5.71882, -2.84833, -6.46530], [-4.41589, -3.96742, -6.14216], [-4.05099, -1.92700, -4.90148], [-4.33730, -3.21972, -3.75580], [-6.40304, -1.13512, -4.64652], [-5.54146, -1.15852, -3.10175], [-6.71389, -2.42295, -3.46805], [6.83731, -0.89515, 1.32549], [7.45390, -0.04914, 2.43026], [8.97072, -0.21413, 2.54339], [9.44718, -1.62497, 2.90099], [8.88721, -2.18807, 4.20720], [9.29301, -1.38129, 5.43383], [6.98442, -1.96330, 1.50356], [5.76155, -0.71467, 1.27041], [7.27207, -0.64374, 0.35395], [6.97069, -0.28186, 3.38391], [7.23440, 1.00281, 2.22530], [9.34708, 0.49753, 3.28590], [9.43129, 0.07458, 1.59156], [10.54226, -1.61556, 2.95921], [9.19728, -2.31176, 2.08639], [9.25577, -3.21279, 4.32696], [7.79723, -2.25848, 4.15828], [10.38177, -1.33812, 5.52907], [8.89334, -1.84349, 6.34013], [8.91074, -0.35906, 5.38982]], "forces_ev_per_a": [[0.0, -0.1, -0.7], [0.3, -1.2, 0.2], [1.7, 1.5, 1.6], [-0.1, 0.7, -2.6], [-0.6, 1.0, -0.6], [1.1, -1.0, -0.1], [0.7, -0.5, -1.3], [-1.4, -0.3, -0.4], [-1.4, -0.9, 0.4], [1.0, 1.1, -1.3], [-0.3, -0.8, -0.5], [0.4, 0.3, 0.8], [-2.2, -1.9, -0.2], [-1.1, -0.5, -0.1], [-2.5, 3.1, -0.1], [1.9, 2.2, 0.1], [2.0, 0.4, -0.2], [2.2, -2.7, 0.0], [0.5, -1.4, 0.8], [-1.2, 1.0, 3.0], [-1.7, -0.2, 0.7], [2.6, -0.9, -2.4], [-0.4, 0.0, -1.7], [-0.5, -1.1, 0.8], [-0.8, 0.8, 0.5], [0.1, -0.1, -0.1], [-0.2, -0.5, 0.6], [0.5, -0.3, 0.1], [0.6, 0.4, 0.8], [-1.2, -0.5, 0.6], [-0.6, 0.6, 1.0], [1.0, 1.0, -0.2], [-1.4, -0.2, -0.7], [0.3, 1.2, 0.6], [0.9, -0.1, -0.7], [-0.2, -1.2, 0.0], [0.3, 1.2, 1.0], [0.0, -1.2, 0.5], [0.6, 0.8, 0.9], [-0.4, -0.6, 0.3], [0.1, -0.5, -1.3], [-0.2, -1.2, 0.6], [-1.6, 0.3, 0.1], [-0.7, 1.5, 0.1], [0.6, 1.2, 0.0], [1.5, -0.3, 0.0], [0.0, -0.2, -0.9], [0.0, 0.0, 0.2], [-0.1, -0.1, -0.1], [-0.1, 0.1, 0.0], [0.1, -0.1, 0.0], [0.1, 0.0, -0.2], [-0.1, 0.0, 0.3], [0.0, 0.0, 0.0], [0.0, 0.0, -0.1], [0.0, 0.0, 0.0], [0.0, 0.0, -0.1], [0.0, 0.0, 0.0], [0.0, 0.0, 0.0], [0.0, 0.0, 0.0], [0.0, 0.0, 0.0], [0.0, 0.0, 0.0], [0.0, -0.1, 0.0], [0.0, -0.1, 0.0], [0.0, 0.0, 0.1], [-0.1, 0.1, -0.1], [0.0, 0.0, -0.1], [0.0, 0.0, 0.2], [0.0, 0.0, -0.2], [-0.1, 0.1, 0.1], [0.1, -0.1, 0.0], [0.0, 0.1, -0.1], [0.1, 0.0, 0.1], [0.0, -0.1, 0.0], [0.1, 0.0, -0.1], [0.1, 0.0, 0.0], [0.0, 0.0, 0.0], [0.0, 0.1, 0.1], [0.0, 0.0, 0.0], [0.0, 0.0, 0.0], [0.0, 0.0, 0.0], [0.0, 0.0, 0.0], [0.0, -0.1, 0.0], [0.0, 0.0, 0.0], [0.0, 0.0, 0.0], [-0.1, 0.0, 0.0], [0.0, 0.0, 0.0], [0.0, 0.0, 0.2], [-0.1, -0.1, -0.1], [-0.1, 0.1, 0.0], [0.1, -0.1, 0.0], [-0.1, 0.1, -0.1], [0.1, 0.1, 0.1], [0.0, 0.0, 0.0], [0.0, 0.0, -0.1], [0.0, 0.0, 0.0], [0.0, 0.0, 0.0], [0.0, 0.1, 0.0], [0.0, 0.0, 0.0], [0.0, 0.0, 0.0], [0.0, 0.0, 0.0], [0.0, 0.0, 0.0], [0.0, -0.1, 0.0], [0.0, 0.0, 0.0], [0.0, -0.1, 0.0], [-0.1, 0.0, 0.0], [0.0, 0.1, 0.0], [-0.2, 0.0, 0.1], [0.2, 0.1, -0.1], [0.0, 0.0, 0.1], [0.0, 0.0, -0.1], [0.1, 0.0, 0.0], [-0.1, 0.0, 0.1], [0.0, 0.0, 0.0], [0.1, 0.0, 0.0], [0.0, 0.0, 0.0], [0.0, 0.0, 0.0], [-0.1, -0.1, 0.1], [0.0, 0.0, 0.0], [0.0, 0.0, 0.0], [0.0, 0.0, 0.0], [0.0, 0.0, 0.0], [-0.1, 0.0, 0.0], [0.0, 0.0, -0.1], [0.0, 0.0, 0.0], [0.1, 0.1, 0.0], [0.0, 0.0, 0.0]], "total_charge": -1, "e_lumo_ev": 2.277, "energy_ev": -60644.17986, "orbital_gap_ev": 6.795, "homo_energy_ev": -4.52}

=====

Record 2
{"formula": "C40H82Cl10NO12", "method": "the ωB97M-V functional and the def2-TZVPD basis", "symbols": ["C", "C", "C", "N", "C", "C", "C", "C", "C", "H", "H", "H", "H", "H", "H", "H", "H", "H", "H", "H", "H", "H", "H", "H", "H", "H", "H", "Cl", "C", "C", "Cl", "H", "H", "H", "H", "Cl", "C", "C", "Cl", "H", "H", "H", "H", "Cl", "C", "C", "Cl", "H", "H", "H", "H", "Cl", "C", "C", "Cl", "H", "H", "H", "H", "Cl", "C", "C", "Cl", "H", "H", "H", "H", "C", "O", "C", "C", "O", "C", "H", "H", "H", "H", "H", "H", "H", "H", "H", "H", "C", "O", "C", "C", "O", "C", "H", "H", "H", "H", "H", "H", "H", "H", "H", "H", "C", "O", "C", "C", "O", "C", "H", "H", "H", "H", "H", "H", "H", "H", "H", "H", "C", "O", "C", "C", "O", "C", "H", "H", "H", "H", "H", "H", "H", "H", "H", "H", "C", "C", "C", "O", "C", "C", "C", "O", "O", "O", "H", "H", "H", "H"], "xyz": [[2.21422, 0.89149, -2.78813], [1.07444, 1.18159, -1.77740], [0.64328, -0.03891, -0.84887], [-0.60955, 0.18864, 0.03559], [-1.84027, 0.70441, -0.77515], [-0.23532, 1.17773, 1.15977], [0.49322, 0.25276, 2.26137], [0.00100, -1.12268, 2.08288], [-0.86640, -1.15532, 0.79200], [1.77147, 0.49353, -3.70120], [3.00974, 0.24561, -2.41654], [2.77501, 1.77443, -3.09478], [0.24000, 1.51570, -2.39399], [1.25790, 2.05158, -1.14687], [1.45968, -0.41505, -0.23233], [0.37829, -0.91538, -1.44022], [-2.71802, 0.84361, -0.14405], [-2.10135, -0.01972, -1.54688], [-1.53985, 1.65681, -1.21194], [-1.20067, 1.57638, 1.47166], [0.32881, 1.99349, 0.70769], [0.24994, 0.62997, 3.25465], [1.57634, 0.17806, 2.35829], [-0.57651, -1.47632, 2.93700], [0.81051, -1.85257, 2.09022], [-1.92910, -1.10495, 1.02912], [-0.62364, -2.01565, 0.16830], [-1.12342, 3.23426, -5.38083], [-2.86179, 3.33516, -5.01726], [-3.38085, 1.92208, -4.69648], [-3.74266, 0.95693, -6.14180], [-3.27514, 3.75732, -5.93325], [-3.00415, 4.01098, -4.17399], [-4.21871, 1.85274, -4.00274], [-2.66672, 1.28124, -4.17934], [0.18556, 4.37261, 5.62930], [0.42344, 3.74139, 3.91315], [-0.18562, 4.70870, 2.86939], [-1.95588, 4.77143, 2.96688], [-0.14834, 2.81464, 3.96109], [1.50699, 3.62401, 3.92872], [-0.26259, 4.34377, 1.84518], [0.18188, 5.73453, 2.84275], [2.91698, 0.26313, 4.70099], [2.26771, 0.80162, 6.29897], [3.05039, 0.23152, 7.53762], [2.74078, -1.57860, 7.63719], [1.23503, 0.45842, 6.23653], [2.28019, 1.89021, 6.35311], [2.61973, 0.65212, 8.44631], [4.13350, 0.35271, 7.55476], [-5.81000, 1.42465, 4.94727], [-5.48752, -0.02764, 3.89475], [-4.41475, 0.30428, 2.90900], [-2.82442, 0.69192, 3.68259], [-6.42463, -0.21904, 3.37198], [-5.29393, -0.81989, 4.61791], [-4.66462, 1.25639, 2.44088], [-4.21307, -0.45622, 2.15462], [4.38165, -0.75441, -0.02243], [5.94214, -1.27168, 0.61382], [6.99124, -0.16464, 0.66799], [6.66327, 1.13171, 1.97101], [6.27711, -2.15472, 0.06963], [5.72872, -1.70236, 1.59212], [7.11411, 0.42269, -0.24198], [7.94139, -0.68161, 0.80231], [4.04435, 2.72279, -0.02897], [3.05528, 3.41462, 0.83581], [2.82024, 4.78468, 0.43899], [2.15001, 4.97067, -0.89731], [0.84923, 4.51304, -0.94682], [-0.05420, 4.92788, -1.97137], [5.07298, 3.02316, 0.17048], [3.79772, 2.79441, -1.08829], [4.13256, 1.67581, 0.26112], [3.77931, 5.30260, 0.44701], [2.16123, 5.23883, 1.17896], [2.69619, 4.51933, -1.72561], [2.07554, 6.05793, -0.87693], [-1.09644, 4.87841, -1.65610], [0.05027, 4.42716, -2.93391], [0.24090, 5.95770, -2.17258], [3.78028, 3.27884, -5.46749], [4.64162, 3.47030, -6.56103], [3.99122, 3.41634, -7.79973], [5.08881, 3.75229, -8.82628], [4.56579, 4.00492, -10.17720], [5.47273, 3.83870, -11.24729], [3.70415, 2.21501, -5.24259], [2.79756, 3.72688, -5.61451], [4.15814, 3.77518, -4.57364], [3.13682, 4.08403, -7.91058], [3.73973, 2.37539, -8.00289], [5.84206, 2.96524, -8.86191], [5.50944, 4.68644, -8.45409], [6.10471, 2.97144, -11.05609], [6.01006, 4.76243, -11.46202], [4.85647, 3.57984, -12.10829], [-1.28907, -5.86268, 1.26761], [-2.32487, -5.74306, 0.32506], [-2.81492, -4.46955, 0.18641], [-3.51069, -3.90974, 1.45509], [-2.56127, -3.32734, 2.35468], [-3.18820, -3.02896, 3.61202], [-1.52567, -5.63985, 2.30802], [-0.51549, -5.17260, 0.93076], [-0.76586, -6.81890, 1.26717], [-3.49530, -4.50185, -0.66457], [-2.04693, -3.81242, -0.22160], [-4.05117, -4.74041, 1.90894], [-4.18578, -3.20961, 0.96298], [-3.23502, -3.85344, 4.32345], [-4.21404, -2.69336, 3.45991], [-2.60995, -2.16547, 3.94082], [1.71168, -4.29720, 4.29169], [2.50183, -5.15064, 3.57166], [2.63917, -6.47431, 4.09370], [1.54695, -7.33669, 3.47296], [0.37642, -7.07374, 4.36546], [-0.56421, -8.17401, 4.43565], [2.36164, -4.06958, 5.13659], [0.78939, -4.77774, 4.61813], [1.60776, -3.31423, 3.83226], [2.68503, -6.43306, 5.18195], [3.56910, -6.85195, 3.66860], [1.79743, -8.39673, 3.43203], [1.19809, -7.02015, 2.49000], [-0.89443, -8.47297, 3.44083], [-1.45727, -7.85719, 4.97432], [-0.08835, -9.04939, 4.87766], [-5.94559, -0.60298, -2.46202], [-7.22258, -0.69261, -2.92830], [-8.39355, -1.07208, -2.14166], [-9.46513, -1.24997, -2.68374], [-8.03352, -1.35562, -0.75714], [-6.79932, -1.24115, -0.27151], [-5.63158, -0.89279, -1.07780], [-4.44721, -0.86361, -0.67486], [-6.45538, -1.69368, 1.00157], [-7.50532, -0.22288, -4.20308], [-5.09988, -0.38956, -3.09890], [-8.80137, -1.74299, -0.10388], [-7.22038, -1.50637, 1.55046], [-8.26581, -0.63827, -4.61625]], "forces_ev_per_a": [[-0.1, -0.1, 0.4], [-0.4, -0.4, 0.6], [-0.6, 0.5, -1.3], [0.9, -0.1, 0.1], [1.2, -0.4, 0.4], [0.5, -1.5, 0.0], [-0.1, 2.3, 0.2], [-1.2, -1.8, -0.4], [-0.1, 0.9, 0.4], [0.2, -0.3, 0.1], [-0.3, -0.4, 0.1], [-0.4, 0.4, 0.2], [-0.3, -0.3, 0.1], [0.5, -0.1, 0.1], [0.0, 0.5, 0.4], [-0.1, 0.2, -0.4], [0.3, -0.3, 0.2], [0.1, 0.0, 0.2], [0.0, -0.1, 0.0], [0.2, -0.1, 0.6], [0.3, -0.1, 0.2], [-0.4, 0.2, -0.1], [0.1, 0.9, -1.1], [-0.5, 0.2, -0.2], [0.1, 0.1, -0.6], [0.0, -0.4, -0.1], [-0.3, 0.3, -0.2], [0.6, 0.1, 0.1], [-0.2, -0.9, 0.1], [0.1, -0.4, 0.4], [-0.2, 0.2, -0.3], [-0.4, -0.2, 0.3], [0.0, -0.1, -0.1], [-0.5, 0.6, -0.5], [0.6, 0.6, 0.0], [-0.1, 0.1, -0.5], [-0.7, 1.0, 0.8], [-0.2, -0.6, -0.4], [-1.0, 0.3, 1.0], [0.4, 0.0, -0.5], [-0.2, -0.2, -0.9], [1.8, -0.4, 0.0], [0.2, -0.2, 0.4], [0.3, 0.2, 0.5], [0.7, -0.4, 0.6], [-1.3, -0.8, -0.9], [0.2, 0.8, 0.0], [0.1, 0.0, 0.6], [0.1, 0.0, -0.2], [0.0, 0.0, -0.1], [-0.2, 0.2, -0.4], [0.0, -0.3, -0.2], [-0.4, 0.5, 0.8], [0.5, 0.6, -0.3], [0.0, -0.3, 0.1], [0.2, -0.1, 0.0], [0.3, -0.1, -0.4], [-0.2, -0.3, -0.3], [-0.3, -0.1, 0.1], [-0.3, -0.1, -0.3], [0.2, -0.1, 0.7], [-0.2, 0.2, 0.2], [0.3, -1.4, -0.9], [0.2, 0.4, -0.6], [0.1, 0.5, 0.2], [-0.4, -0.2, 0.0], [0.1, 0.4, 0.7], [-0.6, 0.3, 1.2], [0.8, -0.4, -1.2], [0.1, -1.7, 0.2], [0.0, 0.9, -0.3], [-2.1, -2.0, 1.1], [1.5, 1.1, -0.1], [0.0, 0.9, -0.1], [0.0, 0.1, 0.1], [-0.9, 0.2, 0.1], [0.0, 0.3, -0.2], [0.1, -0.2, 0.3], [0.5, 0.5, -0.2], [0.5, 0.5, -1.1], [0.3, -0.1, 0.4], [0.2, -0.6, 0.1], [-0.6, 0.4, -0.2], [0.0, 0.0, 0.3], [0.0, 0.9, 0.5], [1.0, -1.0, -1.5], [-0.6, 1.2, -1.1], [-0.3, -0.5, 1.8], [-0.7, -0.4, 0.3], [-0.3, -0.2, 0.0], [-0.2, -0.2, -0.3], [0.5, 0.0, -0.1], [-0.1, 0.0, 0.2], [-0.8, -0.1, 0.0], [0.0, 0.0, 0.1], [0.5, 0.0, -0.1], [0.5, 0.2, -0.1], [0.4, -0.1, 0.1], [0.1, 0.1, -0.1], [1.1, 0.6, -0.2], [0.3, -2.2, 0.4], [-0.4, 0.7, 0.2], [1.0, -0.4, -2.1], [-1.2, -0.4, 0.1], [0.4, 0.9, -0.9], [-0.4, 0.2, -0.1], [0.4, 0.4, 0.4], [-0.7, -0.4, -0.4], [-0.6, -0.1, 0.3], [0.5, 0.5, 0.5], [-0.1, 0.0, 0.2], [-0.4, 0.7, 1.0], [0.4, -0.2, -0.1], [-0.2, 0.1, -0.2], [-0.1, -0.2, 0.8], [0.5, 0.6, 2.0], [1.1, -1.2, -2.1], [0.0, 0.6, -2.1], [-2.0, 0.5, 2.3], [0.0, -1.4, -0.5], [0.7, 0.7, -0.6], [-0.6, 0.4, 1.0], [-0.2, 0.4, -0.1], [-0.4, -0.4, -0.6], [-0.3, -0.5, 0.0], [0.3, 0.2, 0.3], [0.0, -0.2, 0.3], [0.7, 0.2, -0.2], [0.0, 0.1, -0.3], [0.3, 0.1, 0.2], [-0.1, 0.0, 0.3], [-0.3, -0.4, 0.8], [-0.6, 1.2, -1.3], [3.0, -0.3, 1.3], [-2.2, -0.1, -0.7], [-1.9, 0.0, -0.6], [2.6, -0.5, 0.2], [-1.2, 0.2, -1.3], [0.9, 0.0, 0.9], [-0.3, 0.6, 0.2], [1.2, -0.1, 0.1], [-0.1, 0.2, -0.2], [-0.3, -0.1, 0.1], [-0.2, -0.3, 0.2], [-0.5, -0.3, 0.7]], "e_lumo_ev": [-0.015, -0.015], "spin_multiplicity": 2, "energy_ev": -194085.16916, "orbital_gap_ev": [5.088, 7.459], "homo_energy_ev": [-5.10, -7.47]}